Entry 1:
The following is a DFT calculation (ωB97M-V with the def2-TZVPD basis set) of a 2-piece molecular cluster, C4H5Br2N overall.

As for the charge: 0. The energy above the lowest of the compared OMol25 structures with the same formula, charge and spin is 117.9 kcal/mol. As for the HOMO-LUMO gap (spin up / spin down): 7.298 / 8.030 eV. The LUMO energy (spin up / spin down) is -0.026 / -0.027 hartree.

Structure (XYZ):
```
12
Properties=species:S:1:pos:R:3:forces:R:3:mulliken_charge:R:1
C 0.707486 -0.057785 -2.045362 1.6 -2.8 1.1 -0.38
C 1.452055 0.800964 -1.369803 -1.2 -0.7 -0.9 -0.13
C -0.669803 1.546754 0.914175 -1.1 -0.8 -0.5 0.18
C -1.118516 -0.930976 0.985007 1.4 0.7 2.4 -0.62
N -1.177379 0.486338 0.682736 0.5 0.5 -0.2 -0.22
Br 2.987024 0.868203 -0.392821 0.0 -0.2 -0.1 -0.02
Br 0.289910 2.162527 2.468316 0.5 0.2 0.6 -0.13
H 0.915682 -1.234815 -2.124316 0.3 2.5 0.3 0.21
H -0.285766 0.048762 -2.396347 -0.7 1.1 -0.4 0.30
H -1.724111 -1.109769 1.987098 0.9 -0.1 -2.5 0.29
H -0.007911 -1.141995 1.230021 -1.7 0.1 -0.3 0.27
H -1.368671 -1.438208 0.061297 -0.5 -0.6 0.4 0.25
```
Forces are in eV/Å.

***

Entry 2:
The following is a DFT calculation (ωB97M-V with the def2-TZVPD basis set) of a 6-piece molecular cluster, C22H55BN3O6 overall.

As for the charge: +1. As for the HOMO-LUMO gap: 7.863 eV. The LUMO energy is -0.124 hartree.

Structure (XYZ):
```
87
Properties=species:S:1:pos:R:3:forces:R:3:mulliken_charge:R:1
C -3.590971 -0.678938 -5.070111 0.0 0.6 -0.4 -0.82
C -2.612963 -1.765989 -5.843823 -0.7 1.6 -0.9 -0.48
N -2.716065 -3.182220 -5.298794 0.5 0.3 3.3 -0.31
C -2.047399 -3.329896 -3.948799 2.6 2.7 3.0 0.14
C -1.123574 -2.166757 -3.254979 -2.7 -5.9 0.6 -0.40
N -0.739003 -2.791251 -1.931850 -1.9 -2.9 -1.9 0.13
B 0.103137 -1.846408 -1.074667 2.6 0.8 1.6 0.45
O 1.545173 -2.126309 -0.927778 -3.3 1.7 -0.8 -0.53
C -0.698884 -0.547365 -0.419652 0.1 -0.2 -0.6 -0.27
C 0.268505 0.502831 0.387040 -1.1 0.5 0.2 -1.03
C -1.272343 -4.182785 -1.672220 -0.3 4.5 -5.0 -0.34
N -2.063649 -4.485448 -2.941093 1.7 3.0 1.0 -0.02
H -3.500605 0.390247 -5.588311 -0.1 -2.4 1.0 0.30
H -3.307198 -0.513866 -3.939961 -0.7 -0.6 -2.2 0.24
H -4.727181 -0.983569 -5.186850 2.4 0.5 0.4 0.31
H -3.016888 -1.816524 -6.963651 1.0 -0.1 2.5 0.31
H -1.509228 -1.358560 -5.898210 -2.2 -1.2 0.2 0.29
H -3.739210 -3.350457 -5.150932 1.2 -0.1 -0.2 0.29
H -0.811012 -1.090722 -3.592447 -0.7 -2.6 0.9 0.38
H 2.079509 -1.301415 -0.730950 -1.1 -1.3 0.1 0.32
H -1.564980 -1.004751 0.251463 1.7 1.1 -1.3 0.28
H -1.246995 -0.023262 -1.341561 1.0 -0.9 2.0 0.21
H 1.187018 0.816252 -0.277548 -1.7 -0.7 1.5 0.27
H -0.344420 1.496098 0.618417 1.4 -2.1 -0.6 0.25
H 0.570374 0.057145 1.429350 -0.3 0.8 -2.2 0.27
H -1.090000 -4.812273 -0.702672 -0.6 1.1 -2.1 0.50
H -2.593563 -5.400687 -3.059274 0.9 1.6 0.1 0.23
C 1.130775 5.712349 1.308267 0.1 -0.1 0.3 -1.36
C 1.233818 4.640946 0.234412 -0.1 0.8 -0.1 0.67
C 1.792132 5.207092 -1.061479 0.2 -0.2 -0.2 -1.38
O -0.058004 4.090179 -0.008638 -0.4 -0.3 -0.1 -0.53
H 0.455911 6.517033 0.995599 0.1 0.0 -0.1 0.47
H 0.715929 5.293291 2.231331 0.2 0.1 -0.1 0.30
H 2.111433 6.144970 1.529647 -0.1 0.0 0.0 0.27
H 1.876131 3.826709 0.587317 -0.2 0.0 -0.1 0.22
H 1.140708 5.993884 -1.458172 0.1 0.0 0.2 0.35
H 1.849032 4.427671 -1.828835 0.1 0.1 0.1 0.34
H 2.792603 5.624635 -0.911224 -0.1 0.0 0.0 0.34
H -0.635171 4.806161 -0.322349 0.3 -0.3 0.2 0.33
C -3.701336 -7.645434 0.929256 0.1 -0.2 -0.3 -1.13
C -2.685471 -7.035922 1.882252 -0.7 -0.1 0.2 0.26
C -3.311364 -6.719604 3.231240 0.2 0.0 0.3 -1.29
O -2.161974 -5.839171 1.312201 0.3 0.6 -0.5 -0.48
H -4.528301 -6.951436 0.741598 0.0 0.0 0.2 0.29
H -3.239929 -7.856467 -0.041476 0.0 0.0 0.1 0.24
H -4.111341 -8.576782 1.332182 0.0 0.1 -0.1 0.42
H -1.847253 -7.727952 2.018537 0.0 0.3 -0.1 0.29
H -4.124524 -5.992770 3.125198 0.0 -0.1 -0.1 0.34
H -2.571831 -6.270193 3.902576 -0.1 -0.2 -0.1 0.34
H -3.709751 -7.623137 3.703233 0.0 0.1 -0.1 0.38
H -2.899353 -5.218761 1.187573 0.2 -0.3 0.2 0.34
C -5.986356 -6.353275 -2.425077 0.0 0.3 0.0 -1.05
C -5.449306 -7.327344 -3.461636 -0.5 -0.3 0.5 0.42
C -6.501485 -8.350821 -3.857844 0.0 -0.1 -0.4 -1.41
O -4.311011 -8.001271 -2.931232 0.4 0.1 0.1 -0.54
H -6.280553 -6.878204 -1.509316 -0.1 0.0 -0.2 0.29
H -5.214483 -5.630184 -2.140290 -0.1 0.0 -0.1 0.20
H -6.853705 -5.807040 -2.808738 0.1 -0.1 0.1 0.40
H -5.119680 -6.775868 -4.348939 0.2 -0.2 0.1 0.26
H -6.813959 -8.946581 -2.992865 0.0 0.2 0.0 0.36
H -6.097100 -9.052655 -4.595049 -0.1 0.2 0.1 0.33
H -7.384341 -7.864554 -4.284428 0.1 -0.1 0.1 0.39
H -4.594294 -8.493644 -2.142886 0.1 0.2 -0.4 0.35
C 3.302217 3.723043 5.484215 -0.3 -0.3 0.0 -1.49
C 3.457198 4.765577 4.388407 0.4 0.1 0.7 0.75
C 4.848651 5.378203 4.399152 0.0 0.2 -0.4 -1.16
O 2.487241 5.793227 4.573710 -0.3 0.2 0.0 -0.54
H 3.445319 4.170644 6.474113 0.1 0.0 -0.1 0.34
H 2.292126 3.299571 5.472330 0.1 0.0 -0.1 0.36
H 4.024448 2.910046 5.360606 -0.1 0.1 0.1 0.37
H 3.265022 4.305580 3.412929 -0.2 0.2 0.1 0.12
H 5.046590 5.884491 5.350599 -0.1 -0.2 0.1 0.34
H 4.941696 6.135413 3.613311 0.0 -0.3 0.2 0.24
H 5.617316 4.614885 4.243067 0.0 0.1 0.0 0.37
H 2.650178 6.207257 5.437539 0.0 -0.2 -0.4 0.34
C 7.286818 8.768864 3.433439 0.1 0.0 0.4 -1.24
C 7.389861 7.697460 2.359584 -0.1 0.7 -0.2 0.40
C 7.948176 8.263606 1.063693 0.2 -0.2 -0.2 -1.32
O 6.098040 7.146693 2.116535 -0.2 0.0 -0.2 -0.50
H 6.611954 9.573548 3.120770 0.1 0.0 -0.1 0.33
H 6.871972 8.349805 4.356503 0.1 0.0 -0.1 0.29
H 8.267477 9.201485 3.654819 -0.1 0.0 0.0 0.39
H 8.032174 6.883223 2.712488 -0.3 0.0 -0.1 0.26
H 7.296752 9.050397 0.666999 0.1 0.0 0.2 0.35
H 8.005076 7.484185 0.296337 0.0 0.1 0.2 0.32
H 8.948647 8.681149 1.213948 -0.1 0.0 -0.1 0.37
H 5.520872 7.862676 1.802823 0.3 -0.2 0.1 0.30
```
Forces are in eV/Å.

***

Entry 3:
The following is a DFT calculation (ωB97M-V with the def2-TZVPD basis set) of C33H43BrN5OPdSe2 as an isolated structure.

As for the charge: +1. The energy above the lowest of the compared OMol25 structures with the same formula, charge and spin is 21.0 kcal/mol. As for the HOMO-LUMO gap (spin up / spin down): 5.542 / 5.547 eV. The LUMO energy (spin up / spin down) is -0.183 / -0.183 hartree.

Structure (XYZ):
```
86
Properties=species:S:1:pos:R:3:forces:R:3:mulliken_charge:R:1
Pd -1.139565 -0.072084 1.940457 0.7 -0.7 0.9 0.59
O -1.910384 -1.155643 8.040234 0.1 0.1 -0.1 -0.52
C -1.596143 -0.865738 6.767505 -0.1 -0.1 0.5 0.90
C -1.027119 0.339387 6.374846 0.1 0.1 0.0 -0.65
C -0.758366 0.526974 5.041997 0.1 0.0 -0.3 -0.88
N -1.018369 -0.392165 4.101556 -0.6 0.0 0.1 0.19
C -1.564340 -1.546026 4.511362 0.2 0.2 -0.1 0.01
Br -1.951311 -2.820491 3.181387 -0.1 -0.3 0.1 -0.05
C -1.865355 -1.842099 5.818087 0.0 0.0 -0.1 -0.54
H -1.698485 -0.415189 8.622155 0.0 0.0 0.0 0.31
H -0.800942 1.119399 7.091544 0.0 0.0 0.0 0.34
H -0.313617 1.448944 4.692302 -0.1 0.0 0.0 0.44
H -2.301765 -2.788031 6.104638 0.0 0.0 0.0 0.52
C 1.754598 3.067871 2.675032 0.0 0.1 -0.1 -1.64
C 1.489138 2.821225 1.182362 -0.2 -0.1 0.0 0.40
C -0.023729 2.813523 0.884479 0.4 0.2 0.0 -0.15
C 2.208298 1.592486 0.676711 0.4 -0.2 -0.1 0.75
C 3.088849 1.730670 -0.383515 -0.2 -0.2 0.1 -1.25
C 3.838230 0.640635 -0.819979 0.0 0.0 0.0 -0.76
C 3.745872 -0.632739 -0.239107 0.0 0.2 -0.2 -0.98
C 2.822777 -0.890521 0.740949 0.1 0.3 -0.2 1.09
C 2.856723 -2.212535 1.439340 -0.2 -0.1 0.2 0.25
C 1.514932 -2.951992 1.477265 0.0 0.0 0.1 -0.67
C 3.414176 -2.033541 2.863030 -0.1 0.1 0.0 -1.60
C 1.958955 0.215970 1.191362 0.3 0.3 0.4 0.34
N 0.952723 0.085202 1.964765 -0.7 0.3 -0.9 -0.40
H 1.352478 4.046197 2.947482 0.0 -0.1 0.0 0.49
H 2.824238 3.067929 2.896996 -0.1 0.0 0.0 0.44
H 1.275962 2.307434 3.286236 0.0 -0.1 0.0 0.08
H 1.926004 3.655009 0.626339 0.0 0.0 0.0 0.66
H -0.433801 1.925802 1.351472 -0.3 0.1 0.0 -0.60
H -0.243890 2.786286 -0.183751 0.1 0.0 0.0 0.10
H -0.508237 3.696012 1.306078 0.1 0.0 0.0 0.63
H 3.237842 2.705555 -0.833855 0.0 -0.1 0.0 0.48
H 4.557267 0.794267 -1.619991 0.0 0.0 0.1 0.46
H 4.406627 -1.425034 -0.574381 0.0 0.1 0.0 0.47
H 3.571331 -2.821574 0.882509 0.0 -0.1 0.0 0.55
H 0.750748 -2.385256 2.013419 0.2 -0.1 -0.1 -0.30
H 1.663652 -3.901141 1.997701 0.0 0.0 -0.1 0.57
H 1.134318 -3.162650 0.476869 0.0 0.0 0.0 0.04
H 2.724846 -1.430612 3.460634 0.0 -0.1 0.0 0.25
H 4.389934 -1.541261 2.866164 -0.1 0.0 0.0 0.41
H 3.523093 -3.009582 3.339863 0.0 0.1 0.0 0.45
C -4.945839 -0.326912 -1.190077 0.0 0.0 0.0 -0.88
C -4.288970 0.302205 -2.414857 -0.1 0.0 0.0 -0.28
C -3.783935 1.720317 -2.170958 0.0 0.0 0.0 -0.95
C -2.546419 1.798568 -1.291231 0.3 0.0 -0.6 -0.85
N -1.371266 1.213048 -1.960849 -0.2 0.5 0.1 1.73
C -0.782991 0.053788 -1.653308 0.1 -0.1 -0.1 -0.11
Se -1.229913 -1.160831 -0.284796 -0.2 0.5 0.1 -0.46
N 0.185307 -0.176776 -2.561634 0.5 -0.2 -0.2 0.87
C 1.053052 -1.359462 -2.638691 -0.2 0.3 0.0 -0.47
C 0.538482 -2.378478 -3.641295 0.0 -0.1 0.0 -0.26
C 1.556482 -3.485614 -3.908007 0.0 0.0 0.1 -0.65
C 1.876832 -4.333829 -2.677447 0.0 0.0 0.1 -0.82
C 0.225079 0.879162 -3.476134 0.2 -0.6 0.1 0.75
C 1.015633 1.092763 -4.597926 0.1 0.0 -0.1 -0.78
C 0.785223 2.260486 -5.301190 0.0 0.0 0.0 -0.78
C -0.197834 3.177891 -4.893587 0.0 -0.1 0.0 -0.87
C -0.982419 2.950621 -3.777899 0.0 0.1 0.0 -1.07
C -0.747474 1.771072 -3.081343 -0.5 0.0 0.3 0.50
H -5.413468 -1.281279 -1.443451 0.0 0.1 0.0 0.38
H -5.722692 0.329052 -0.784807 0.0 0.0 0.0 0.31
H -4.223413 -0.520421 -0.393549 -0.1 0.0 -0.1 -0.04
H -5.008394 0.337999 -3.235422 0.0 0.0 0.0 0.42
H -3.462717 -0.330666 -2.760311 0.0 0.0 0.0 0.05
H -4.559014 2.316768 -1.681950 0.0 0.0 0.0 0.55
H -3.571394 2.201373 -3.128551 0.0 0.0 0.0 0.40
H -2.671991 1.265781 -0.364609 0.1 -0.2 0.0 -0.73
H -2.315486 2.831953 -1.043611 0.1 0.0 0.0 0.55
H 1.102134 -1.779015 -1.637571 0.0 0.0 0.1 -0.79
H 2.053008 -1.014174 -2.909744 0.0 0.0 0.0 0.43
H 0.291896 -1.868420 -4.576862 0.0 0.0 0.0 0.43
H -0.391341 -2.808558 -3.253076 0.0 0.0 -0.1 0.21
H 2.478838 -3.040848 -4.299144 0.0 0.0 0.0 0.33
H 1.165287 -4.128890 -4.698507 0.0 0.0 0.0 0.35
H 2.328704 -3.740675 -1.874889 0.0 0.0 -0.1 0.01
H 2.580267 -5.132194 -2.920533 -0.1 0.0 0.0 0.42
H 0.970769 -4.799206 -2.275904 0.1 0.1 0.0 0.28
H 1.772509 0.382502 -4.910707 -0.1 0.0 0.0 0.50
H 1.370625 2.470084 -6.186938 0.0 0.0 0.0 0.45
H -0.349671 4.080768 -5.470175 0.0 0.0 0.0 0.44
H -1.741210 3.657381 -3.467602 0.0 0.0 0.0 0.52
Se -3.479231 0.404766 2.314275 -0.1 0.1 -0.4 -0.10
C -3.644692 2.031858 1.444331 0.0 -0.1 0.5 0.35
N -3.746559 3.045164 0.899953 -0.2 0.0 0.3 -0.54
```
Forces are in eV/Å.

***

no.,largest force on an atom (Eh/bohr)
1,0.0671
2,0.1304
3,0.0262